Entry 1:
The following is a DFT calculation (ωB97M-V with the def2-TZVPD basis set) of C39H69BN6O2PRuSb as an isolated structure.

## Properties
largest force on an atom	0.70	eV/Å
total charge	+2
HOMO-LUMO gap (spin up / spin down)	6.385 / 6.432	eV

Cartesian coordinates (Å):
C: 1.98 2.74 -5.51
H: -3.77 3.07 -4.35
H: -2.51 6.02 5.89
C: -2.38 -4.25 1.56
H: 3.53 -3.16 1.13
H: -4.17 -0.46 3.68
H: -1.77 -4.17 -1.20
C: 4.35 -1.16 0.90
C: -1.33 -3.45 0.80
B: -0.52 1.67 0.61
C: 3.23 1.93 -5.14
C: 2.89 0.80 -4.15
H: 6.33 -0.77 1.26
H: -2.01 -5.26 1.72
H: -1.28 -2.01 -7.75
P: -1.04 1.14 -3.62
H: 3.98 2.60 -4.71
H: -0.22 3.90 -3.88
C: 0.00 3.66 3.50
Ru: -0.11 0.09 -0.65
H: 0.94 3.45 3.98
H: -4.78 0.10 0.20
C: 2.06 -1.76 0.53
C: -2.48 4.16 2.20
H: -0.17 4.82 7.38
C: -1.02 -1.94 -5.60
H: 1.93 2.07 -2.68
H: -1.40 5.88 -3.12
H: -0.14 2.41 -5.81
H: 4.70 0.97 0.59
H: -0.11 -3.59 -1.02
H: -4.04 5.44 -2.83
C: -1.42 -0.58 3.27
H: -5.43 -2.34 -1.43
C: 2.68 0.44 0.24
C: -1.58 3.24 1.72
H: 0.87 1.00 -6.14
H: -0.50 -0.13 2.90
H: -0.01 -1.52 -5.66
H: -1.71 -0.05 4.18
H: -0.60 -5.14 -0.33
N: -0.96 0.56 -2.09
C: -2.00 4.99 -3.35
H: -1.19 6.96 6.56
C: -3.61 3.41 -2.22
C: -1.10 3.77 -3.25
H: 1.65 5.27 4.98
H: -4.68 -1.11 2.13
H: 1.11 6.55 6.05
H: -1.04 0.38 -7.20
H: -3.14 -1.39 -1.92
C: -0.93 -4.12 -0.51
H: -2.67 1.57 -5.82
H: -4.13 -3.45 -0.99
H: -1.21 -1.62 3.56
H: -4.98 -2.53 0.26
C: -3.21 4.88 -2.41
N: -1.83 2.57 -3.71
H: -3.05 2.97 -1.39
C: 0.86 6.00 5.14
N: 5.61 -1.47 1.23
C: -2.63 0.49 -5.76
H: -1.63 7.17 4.87
O: 0.32 2.02 1.66
C: 0.75 1.86 -5.47
C: -0.38 3.00 2.36
H: 1.27 -2.50 0.50
H: 2.08 3.18 -6.50
C: -3.86 -1.09 2.84
C: -3.30 2.61 -3.48
H: -2.74 0.51 1.95
C: -1.53 6.43 5.67
H: -3.73 -2.10 3.24
Sb: -1.92 -1.42 0.42
H: 0.25 3.53 6.25
H: -4.67 3.31 -1.98
C: -2.00 -0.11 -7.01
H: 0.86 6.70 4.31
H: -2.60 -3.83 2.54
H: -3.54 0.85 -0.82
C: -2.57 -0.53 2.26
C: -0.47 4.33 6.45
N: -1.90 0.10 -4.53
H: 5.86 -2.41 1.49
C: 1.71 1.17 -3.27
C: -2.11 4.84 3.36
C: 3.98 0.16 0.57
C: -1.79 -1.61 -6.88
H: -3.67 1.59 -3.41
H: -1.20 -1.56 -3.47
H: -2.64 0.12 -7.86
H: -3.31 -4.33 1.00
H: -0.76 3.63 -2.21
C: -3.60 -1.33 -0.93
H: -2.32 5.10 -4.39
H: -2.73 -1.79 -4.30
C: -1.73 -1.35 -4.39
H: -3.42 4.35 1.70
H: -2.77 -2.11 -6.84
H: -0.92 -3.02 -5.47
H: 2.64 -0.11 -4.69
C: -4.26 0.03 -0.76
H: -2.98 5.33 -1.44
C: -4.58 -2.48 -0.75
N: 0.51 1.38 -4.09
N: 1.70 -0.50 0.20
H: -1.45 3.87 6.62
H: -3.66 0.12 -5.65
H: -2.80 5.56 3.76
C: -0.52 5.34 5.31
H: -5.00 0.18 -1.55
H: 3.68 1.50 -6.04
C: 3.32 -2.13 0.88
H: -0.45 -3.34 1.45
H: 1.53 0.34 -2.57
H: 3.74 0.57 -3.52
H: 1.84 3.57 -4.81
C: -0.90 4.61 4.02
H: 2.37 1.45 0.03
O: -1.68 2.41 0.60



Entry 2:
The following is a DFT calculation (ωB97M-V with the def2-TZVPD basis set) of a 14-piece molecular cluster, C32H77N9O24 overall in a non-equilibrium geometry.

## Properties
largest force on an atom	2.70	eV/Å
total charge	+4
HOMO-LUMO gap	4.443	eV

Cartesian coordinates (Å):
H: -2.67 -7.73 0.71
H: -1.53 0.68 -2.27
H: 4.63 -4.59 -0.20
O: 1.79 2.39 -1.60
O: 4.54 -1.49 -0.50
N: -2.25 -4.98 0.52
H: 6.01 -1.44 -5.22
C: 0.68 1.59 1.65
H: -2.66 0.32 4.36
H: 0.99 1.10 2.58
H: 1.37 6.19 2.26
O: 3.80 8.14 2.29
N: -0.72 1.25 -0.50
H: -4.66 4.85 0.45
H: 1.69 5.28 -2.22
H: 3.76 -3.53 5.91
H: 5.05 -0.95 -6.46
H: -1.37 -3.05 0.18
C: -3.74 -4.32 -7.28
H: -1.15 2.14 -4.78
C: 6.00 -3.65 0.87
H: -3.98 0.89 3.35
H: -1.20 4.85 5.09
H: 2.76 6.67 4.52
O: 3.33 3.69 3.57
C: -3.46 3.65 1.09
N: 3.44 -0.10 -4.46
H: 5.39 -3.69 1.76
O: -0.46 -0.36 1.08
O: -0.92 2.14 5.18
C: 3.29 7.11 2.58
H: 2.70 -0.81 6.45
C: -2.98 1.13 3.71
H: -2.03 -3.81 -1.19
H: -2.41 1.42 2.83
C: -0.17 0.76 0.77
H: 0.47 -2.32 3.33
O: -2.50 2.87 0.91
N: 3.57 6.50 3.91
H: 6.69 -4.49 0.91
H: -2.26 -1.06 -5.01
H: 2.24 -2.01 0.28
H: -4.84 -1.64 -0.84
H: -5.60 1.19 -3.04
C: -4.92 0.36 -1.33
C: -3.08 -1.61 -4.56
C: -3.82 -2.99 -6.62
H: 1.31 -3.61 -5.51
H: 5.18 -2.76 -5.86
O: 0.27 -2.83 -2.89
C: 3.62 2.48 3.75
H: -3.80 2.28 5.29
H: 6.60 -2.75 0.83
C: -2.98 2.06 -5.05
H: 3.19 0.18 -5.42
C: 2.01 -1.71 4.63
C: 3.68 -2.55 6.37
H: -6.48 -1.10 -0.81
C: -6.00 2.58 -1.49
N: -3.14 2.38 4.51
O: 2.33 4.55 -2.10
C: 4.84 6.97 4.52
H: -2.93 -5.48 -0.07
H: 2.22 -3.30 -1.04
H: -5.36 -0.79 0.54
O: -2.78 2.90 -5.93
H: 0.10 0.21 -2.10
H: -2.30 -3.36 -5.22
H: 1.55 2.14 1.27
H: -1.50 4.20 6.71
H: -0.02 -1.20 4.64
O: -4.28 -2.03 -7.07
H: -6.91 3.04 -1.85
H: -3.81 -4.11 -8.34
C: -0.84 0.22 -1.57
O: 3.80 1.97 4.88
H: 5.61 6.96 3.75
C: 2.29 0.06 -3.50
N: 2.43 -1.74 6.11
C: -1.86 2.86 5.15
H: 2.72 5.40 1.40
H: 5.63 -3.78 -1.27
H: 3.61 -2.76 7.44
O: -3.95 4.01 2.19
H: -3.96 -3.46 -4.64
C: -2.21 -7.29 1.59
H: -5.99 2.57 -0.41
H: 4.55 -1.93 6.17
H: 2.76 0.18 -2.53
H: -2.87 -7.19 2.45
H: -1.43 -8.00 1.85
H: 1.68 -0.84 -3.55
C: -1.45 -4.03 -0.31
O: 3.92 -2.21 -3.69
N: 5.15 -3.71 -0.36
O: -3.99 4.30 0.01
C: 4.11 -2.57 -0.36
O: 3.68 1.55 2.71
H: -2.91 -4.51 1.16
H: -6.86 0.73 -2.01
N: -3.26 -2.96 -5.20
H: -1.66 1.70 -0.38
H: 0.10 2.41 2.10
O: 2.75 -1.21 3.87
H: -1.21 -0.72 -1.20
H: -0.39 -4.20 -0.50
N: -5.94 1.17 -2.05
O: 0.21 3.93 -1.76
H: 1.71 0.93 -3.79
H: -3.59 3.10 3.91
H: -0.11 2.04 -0.82
O: -1.84 1.62 -4.35
H: 3.80 0.83 3.36
H: 1.64 -2.13 6.62
H: 2.14 6.88 0.84
H: 0.23 -2.95 4.93
O: -0.60 -3.36 -4.90
H: 4.25 0.52 -4.29
C: -5.47 -0.79 -0.54
H: 4.78 8.00 4.83
O: -3.80 0.67 -1.40
O: -4.11 1.65 -4.63
H: -2.87 4.74 5.62
H: 5.14 6.27 5.29
C: 2.33 6.35 1.76
C: 5.03 -1.70 -5.68
O: 1.63 -3.25 -4.66
C: 4.05 -1.47 -4.59
C: 1.40 3.55 -1.89
C: -1.49 -5.99 1.37
H: -2.76 -1.84 -3.54
H: -5.14 3.06 -1.94
O: -0.56 -5.64 1.97
C: 0.58 -2.08 4.39
C: 2.68 -2.92 -0.12
H: 2.58 -3.67 0.68
C: -1.89 4.26 5.69
H: -4.52 -5.06 -7.09
C: 0.36 -3.14 -4.10
H: -4.00 -1.03 -4.53
H: -2.77 -4.82 -7.14
H: 3.54 5.45 3.85



Entry 3:
The following is a DFT calculation (ωB97M-V with the def2-TZVPD basis set) of a 2-piece molecular cluster, C4H11ClN4 overall in a non-equilibrium geometry.

## Properties
largest force on an atom	5.57	eV/Å
total charge	+2
HOMO-LUMO gap	8.883	eV

Cartesian coordinates (Å):
C: -2.41 0.12 0.47
N: -2.57 1.45 0.47
N: 3.83 1.45 0.57
H: 0.74 -2.61 -0.80
C: 0.33 -1.83 -1.34
H: -3.08 -1.64 1.42
N: -3.15 -0.71 1.25
H: -2.06 2.15 -0.09
H: 0.01 -2.21 -2.29
C: 3.07 0.59 -0.08
H: 3.56 1.91 1.40
H: -3.45 1.83 0.82
N: -0.91 -1.49 -0.58
C: -1.21 -0.25 -0.37
H: -3.69 -0.27 1.96
H: 4.85 1.49 0.37
H: -0.67 0.64 -0.70
H: 2.08 0.59 0.16
Cl: 3.82 -0.35 -1.19
H: 0.91 -0.86 -1.48



Entry 4:
The following is a DFT calculation (ωB97M-V with the def2-TZVPD basis set) of a 2-piece molecular cluster, C4H12 overall in a non-equilibrium geometry.

## Properties
largest force on an atom	1.15	eV/Å
spin multiplicity	2
total charge	-1
HOMO-LUMO gap (spin up / spin down)	2.777 / 12.091	eV

Cartesian coordinates (Å):
H: -1.36 0.38 0.19
H: -0.62 -1.04 1.83
H: 3.31 0.83 -1.06
H: 2.48 1.19 -2.62
H: 3.02 -0.41 -2.19
H: -1.52 -0.04 2.92
C: 1.23 0.13 -1.14
H: 1.35 -0.06 -0.07
H: -2.72 1.01 1.16
H: 0.89 -0.83 -1.56
H: -2.29 -1.48 2.36
H: 0.45 0.88 -1.28
C: -2.19 0.11 0.83
H: -2.97 -0.49 0.38
C: -1.62 -0.67 2.04
C: 2.57 0.49 -1.79



Short version: energy = -73674.1043; -96945.9204; -22791.5583; -4340.7264 eV, in the order given.
Short version: M = 918.637; 972.007; 150.613; 60.140 g/mol, in the order given.